Entry 1:
Here is an isolated molecule of C17H18ClN3O3S from the OMol25 dataset. Energies are from ωB97M-V/def2-TZVPD.

Computed properties:
**Energy above the lowest of the compared OMol25 structures with the same formula, charge and spin**: 76.04 kJ/mol
**SMILES**: O=C(NC1CCN(S(=O)(=O)c2ccc(Cl)cc2)CC1)c1cccnc1
**HOMO**: -9.46 eV
**HOMO-LUMO gap**: 0.356 Eh

Last column: natural (NBO) charge in e.
CARTESIAN COORDINATES (ANGSTROEM)
O1 1.2243 1.9260 -3.3724  -0.611
C1 0.1409 1.9317 -2.8250  0.663
N1 -0.1659 1.1115 -1.7891  -0.607
C2 0.7789 0.1639 -1.2409  -0.067
C3 1.1487 0.5215 0.2031  -0.400
C4 2.1334 -0.5108 0.7507  -0.220
N2 1.5437 -1.8215 0.6452  -0.704
S1 1.9344 -2.9392 1.8114  2.341
O2 3.2600 -2.7182 2.3114  -0.933
O3 1.5728 -4.2327 1.3148  -0.935
C5 0.7615 -2.4476 3.0751  -0.346
C6 -0.5712 -2.7651 2.8928  -0.176
C7 -1.5077 -2.3514 3.8230  -0.221
C8 -1.0873 -1.6165 4.9248  -0.029
Cl1 -2.2502 -1.0912 6.0835  0.023
C9 0.2517 -1.3016 5.1109  -0.247
C10 1.1804 -1.7241 4.1746  -0.132
C11 1.2447 -2.2297 -0.7048  -0.220
C12 0.2207 -1.2622 -1.2957  -0.407
C13 -0.9569 2.8539 -3.2375  -0.184
C14 -2.3070 2.5198 -3.1880  -0.160
C15 -3.2402 3.4472 -3.6206  -0.257
C16 -2.7864 4.6721 -4.0884  0.047
N3 -1.5059 4.9957 -4.1499  -0.409
C17 -0.6189 4.1101 -3.7430  0.081
H1 -1.0529 1.2048 -1.3209  0.394
H2 1.6692 0.2357 -1.8755  0.238
H3 1.5951 1.5156 0.2376  0.224
H4 0.2471 0.5193 0.8206  0.199
H5 2.3488 -0.3291 1.8037  0.223
H6 3.0773 -0.4612 0.1904  0.193
H7 -0.8540 -3.3468 2.0302  0.239
H8 -2.5519 -2.5940 3.7039  0.232
H9 0.5587 -0.7370 5.9771  0.234
H10 2.2318 -1.5130 4.2907  0.240
H11 0.8584 -3.2474 -0.6545  0.243
H12 2.1532 -2.2287 -1.3239  0.184
H13 0.0013 -1.5382 -2.3274  0.224
H14 -0.7018 -1.3130 -0.7131  0.197
H15 -2.6276 1.5443 -2.8476  0.214
H16 -4.2952 3.2213 -3.6038  0.222
H17 -3.4768 5.4277 -4.4391  0.196
H18 0.4212 4.3978 -3.8142  0.213

***

Entry 2:
Here is an isolated molecule of C17H18ClN5O3 at a distorted geometry from the OMol25 dataset. Energies are from ωB97M-V/def2-TZVPD.

Computed properties:
**SMILES**: CC1=C[C@@H](c2ccc(Cl)cc2)n2nc(NC(=O)CCCC(=O)O)nc2N1
**HOMO**: -8.30 eV
**HOMO-LUMO gap**: 0.325 Eh

Last column: natural (NBO) charge in e.
CARTESIAN COORDINATES (ANGSTROEM)
C1 -1.4179 4.7964 -1.3865  -0.636
C2 -1.1609 3.3755 -1.0011  0.196
C3 -0.2605 2.5875 -1.5900  -0.275
C4 -0.0106 1.1493 -1.2057  -0.090
C5 1.4509 0.9092 -0.8946  -0.036
C6 2.2545 0.2157 -1.7911  -0.236
C7 3.5925 -0.0089 -1.5140  -0.233
C8 4.1267 0.4607 -0.3246  -0.040
Cl1 5.7939 0.1800 0.0320  0.013
C9 3.3381 1.1533 0.5812  -0.235
C10 2.0056 1.3776 0.2891  -0.129
N1 -0.8242 0.8520 -0.0531  -0.192
N2 -0.8280 -0.3405 0.5880  -0.370
C11 -1.7757 -0.1979 1.4900  0.487
N3 -2.2086 -1.1383 2.3867  -0.621
C12 -1.7223 -2.3742 2.7275  0.696
O1 -2.3442 -3.0529 3.5155  -0.598
C13 -0.4179 -2.8126 2.1098  -0.524
C14 -0.6483 -3.8926 1.0451  -0.382
C15 -1.2187 -3.3322 -0.2541  -0.520
C16 -0.2722 -2.4431 -1.0239  0.840
O2 -0.5897 -1.7991 -1.9931  -0.642
O3 0.9852 -2.4860 -0.5843  -0.696
N4 -2.3845 1.0183 1.4744  -0.550
C17 -1.7604 1.6421 0.4946  0.550
N5 -1.9459 2.9073 0.0467  -0.598
H1 -2.4539 4.9197 -1.7000  0.222
H2 -0.7679 5.0925 -2.2032  0.233
H3 -1.2394 5.4559 -0.5379  0.222
H4 0.3447 2.9608 -2.3980  0.224
H5 -0.3062 0.4722 -2.0236  0.245
H6 1.8304 -0.1418 -2.7190  0.233
H7 4.2169 -0.5438 -2.2125  0.232
H8 3.7657 1.5136 1.5034  0.230
H9 1.3892 1.9189 0.9916  0.214
H10 -3.0455 -0.8523 2.8830  0.426
H11 0.1089 -1.9669 1.6765  0.254
H12 0.1766 -3.2482 2.9152  0.239
H13 0.3012 -4.3852 0.8339  0.221
H14 -1.3395 -4.6365 1.4464  0.222
H15 -2.1283 -2.7588 -0.0695  0.236
H16 -1.4887 -4.1529 -0.9254  0.242
H17 1.5427 -1.8686 -1.0885  0.505
H18 -2.6635 3.4747 0.4631  0.423

***

Entry 3:
Here is a structure of composition C17H18F9GeN4O8S4Zr at a distorted geometry from the OMol25 dataset. Energies are from ωB97M-V/def2-TZVPD.

Computed properties:
**Energy above the lowest of the compared OMol25 structures with the same formula, charge and spin**: 156.54 kJ/mol
**Net charge**: -1
**HOMO**: -4.39 eV
**HOMO-LUMO gap**: 0.247 Eh

Last column: natural (NBO) charge in e.
CARTESIAN COORDINATES (ANGSTROEM)
Zr1 0.4443 -0.6302 -0.6847  2.218
F1 1.6507 -0.7446 -3.2650  -0.290
C1 2.8492 -0.1244 -3.3191  0.724
F2 2.8445 0.7059 -4.3530  -0.306
F3 3.7729 -1.0569 -3.5047  -0.299
S1 3.1910 0.7767 -1.7181  2.270
O1 2.4968 -0.2159 -0.8231  -0.994
O2 4.6095 0.7804 -1.6424  -0.869
N1 2.5501 2.1839 -1.8961  -1.140
S2 0.9746 2.4511 -1.4960  1.525
O3 -0.8998 0.4203 0.5318  -0.865
O4 0.3076 1.0925 -1.8253  -1.024
C2 0.5746 3.2636 -3.1013  0.765
F4 -0.7185 3.6199 -3.0323  -0.322
F5 1.3113 4.3706 -3.2168  -0.315
F6 0.7462 2.5020 -4.1657  -0.296
N2 -1.0665 4.3761 5.8272  -0.802
C3 -0.4847 3.5255 4.8895  0.183
C4 -0.9132 3.5391 3.5606  -0.269
C5 -0.2951 2.7439 2.6132  -0.169
C6 0.7613 1.9254 2.9894  -0.308
C7 1.1870 1.8917 4.3102  -0.150
C8 0.5689 2.6870 5.2558  -0.282
S3 1.6134 0.9372 1.8172  2.338
O5 1.4870 1.7301 0.5817  -1.043
O6 2.9763 0.7932 2.2495  -0.935
N3 0.9251 -0.4916 1.6395  -1.029
C9 -0.5432 -0.5026 1.4457  0.401
S4 -1.4536 -0.5561 3.0616  0.201
C10 -1.2442 -2.2995 3.0275  -0.402
C11 -0.8628 -2.8160 1.8668  -0.012
N4 -0.7442 -1.8823 0.7888  -0.632
H1 -1.9876 4.7131 5.6054  0.377
H2 -0.9555 4.1132 6.7914  0.376
H3 -1.7396 4.1790 3.2713  0.205
H4 -0.6399 2.7338 1.5882  0.250
H5 2.0047 1.2397 4.5877  0.239
H6 0.8989 2.6603 6.2886  0.204
H7 -1.4273 -2.8776 3.9210  0.228
H8 -0.7335 -3.8625 1.6386  0.233
C12 -1.8028 -3.0861 -3.1622  -1.080
Ge1 -1.9829 -1.4777 -2.0621  1.381
C13 -1.6607 -0.0717 -3.4586  -1.034
C14 -3.9261 -1.1708 -1.9797  -1.059
C15 -1.8832 -1.9647 -0.1184  -0.652
H9 -2.5526 -3.0562 -3.9585  0.206
H10 -1.9611 -3.9645 -2.5373  0.244
H11 -0.8155 -3.1645 -3.6208  0.220
H12 -2.4804 -0.2838 -4.1444  0.220
H13 -0.7109 -0.1527 -3.9869  0.220
H14 -1.7602 0.9397 -3.0704  0.223
H15 -4.3368 -1.1296 -2.9908  0.205
H16 -4.1515 -0.2243 -1.4797  0.217
H17 -4.4041 -1.9786 -1.4235  0.226
H18 -2.6535 -1.3135 0.3076  0.175
F7 2.5157 -2.9649 0.6932  -0.290
C16 2.4243 -3.7303 -0.3960  0.882
F8 2.7502 -4.9744 -0.0620  -0.312
F9 3.3421 -3.2838 -1.2655  -0.317
C17 0.9945 -3.6758 -0.9806  0.728
O7 0.3135 -4.6588 -0.9081  -0.542
O8 0.7047 -2.5080 -1.4998  -0.846

***

Entry 4:
Here is an isolated molecule of C17H18FNOS from the OMol25 dataset. Energies are from ωB97M-V/def2-TZVPD.

Computed properties:
**Energy above the lowest of the compared OMol25 structures with the same formula, charge and spin**: 15.17 kJ/mol
**SMILES**: Cc1ccc(CNC(=O)CSCc2ccccc2F)cc1
**HOMO**: -8.75 eV
**HOMO-LUMO gap**: 0.343 Eh

Last column: natural (NBO) charge in e.
CARTESIAN COORDINATES (ANGSTROEM)
C1 -5.7304 -0.8132 2.1120  -0.626
C2 -4.4292 -0.4577 1.4599  -0.021
C3 -4.0067 0.8600 1.3626  -0.215
C4 -2.8015 1.1761 0.7587  -0.199
C5 -1.9962 0.1793 0.2304  -0.059
C6 -0.6678 0.4949 -0.4060  -0.249
N1 0.4237 -0.0279 0.3881  -0.617
C7 1.1682 -1.0791 0.0063  0.672
O1 1.0380 -1.6574 -1.0520  -0.634
C8 2.1998 -1.5201 1.0371  -0.635
S1 3.0247 -0.1422 1.8883  0.185
C9 4.2339 0.3441 0.5968  -0.531
C10 3.5607 0.6455 -0.6995  -0.160
C11 2.7489 1.7645 -0.8486  -0.173
C12 2.0921 2.0118 -2.0389  -0.234
C13 2.2309 1.1393 -3.1062  -0.188
C14 3.0379 0.0233 -2.9874  -0.283
C15 3.6872 -0.2067 -1.7902  0.475
F1 4.4812 -1.2947 -1.6821  -0.338
C16 -2.4151 -1.1431 0.3261  -0.151
C17 -3.6146 -1.4556 0.9334  -0.214
H1 -5.5631 -1.4907 2.9484  0.219
H2 -6.3834 -1.3189 1.4017  0.220
H3 -6.2388 0.0744 2.4797  0.214
H4 -4.6244 1.6504 1.7649  0.207
H5 -2.4899 2.2092 0.6937  0.206
H6 -0.5422 1.5754 -0.5232  0.198
H7 -0.5868 0.0144 -1.3854  0.246
H8 0.5846 0.3762 1.2992  0.407
H9 1.6984 -2.0939 1.8185  0.252
H10 2.9517 -2.1500 0.5620  0.249
H11 4.7289 1.2236 1.0079  0.239
H12 4.9511 -0.4708 0.5011  0.239
H13 2.6327 2.4349 -0.0092  0.215
H14 1.4665 2.8865 -2.1350  0.215
H15 1.7093 1.3264 -4.0320  0.218
H16 3.1611 -0.6769 -3.7975  0.231
H17 -1.7915 -1.9243 -0.0836  0.214
H18 -3.9300 -2.4871 1.0001  0.207